Molecular formula: C29H30CaN10O3S2
Method: DFT, wB97M-V/def2-TZVPD

```
75
Properties=species:S:1:pos:R:3
Ca 0.233 -0.809 0.844
C -1.905 2.298 3.910
C -0.987 1.384 3.405
N -0.750 1.285 2.106
C -1.420 2.106 1.290
C -2.351 3.002 1.813
N -2.594 3.098 3.113
C -1.134 2.018 -0.175
C -1.751 2.852 -1.087
C -1.447 2.712 -2.439
C -0.502 1.773 -2.806
C 0.122 0.995 -1.828
N -0.226 1.102 -0.542
C 1.236 0.065 -2.164
C 1.802 0.029 -3.431
N 2.838 -0.745 -3.729
C 3.319 -1.495 -2.752
C 2.752 -1.477 -1.474
N 1.724 -0.699 -1.176
C -2.116 3.556 -3.448
C -1.408 4.091 -4.519
C -2.086 4.880 -5.436
N -3.383 5.155 -5.357
C -4.052 4.638 -4.335
C -3.473 3.843 -3.358
H -2.078 2.368 4.976
H -0.446 0.714 4.063
H -2.923 3.658 1.174
H -2.452 3.612 -0.778
H -0.270 1.623 -3.848
H 1.423 0.651 -4.230
H 4.190 -2.113 -2.930
H 3.162 -2.100 -0.692
H -0.346 3.923 -4.636
H -1.550 5.314 -6.272
H -5.110 4.864 -4.288
H -4.081 3.440 -2.560
N -0.453 -2.566 2.722
C -1.662 -2.227 3.483
C -2.874 -3.085 3.156
C -3.352 -2.927 1.712
C -3.697 -1.489 1.327
N -2.604 -0.822 0.584
H -0.715 -2.929 1.803
H 0.027 -3.350 3.154
H -1.909 -1.179 3.285
H -1.417 -2.279 4.547
H -3.687 -2.803 3.833
H -2.651 -4.135 3.360
H -4.231 -3.557 1.568
H -2.609 -3.318 1.010
H -3.895 -0.899 2.227
H -4.619 -1.475 0.736
H -2.947 0.098 0.318
H -2.494 -1.312 -0.305
S -1.527 -2.338 -2.868
C -0.838 -2.616 -1.418
N -0.379 -2.718 -0.342
N 1.995 -0.333 2.579
C 3.226 -0.809 2.011
C 4.021 0.061 1.276
C 5.122 -0.432 0.594
C 5.428 -1.783 0.629
C 4.663 -2.631 1.412
C 3.558 -2.153 2.103
S 6.672 -2.457 -0.471
O 7.651 -1.397 -0.598
O 5.879 -2.687 -1.676
O 7.112 -3.670 0.189
H 2.085 0.639 2.858
H 1.751 -0.871 3.405
H 3.771 1.115 1.219
H 5.748 0.228 0.009
H 4.936 -3.677 1.458
H 2.958 -2.828 2.704
```

The charge is 0. The value obtained for the total energy is -3370.5372 hartree. The value obtained for the maximum force is 0.6 eV Å⁻¹. For the LUMO energy, the calculation gives -1.98 eV. As for the HOMO-LUMO gap: 5.830 eV.

***

Molecular formula: C39H58As2CoGeNP
Method: DFT, wB97M-V/def2-TZVPD

```
103
Properties=species:S:1:pos:R:3
Co 0.229 1.010 0.010
C 3.160 0.393 2.598
As 2.274 1.367 1.192
C 3.712 1.481 -0.115
C 2.268 3.206 1.833
C 3.189 3.656 2.776
C 3.153 4.972 3.221
C 2.194 5.846 2.722
C 1.273 5.399 1.783
C 1.302 4.079 1.338
As -0.002 3.420 0.050
C -1.617 4.339 0.585
C 0.502 4.455 -1.510
H 2.597 0.467 3.522
H 4.165 0.778 2.731
H 3.212 -0.647 2.292
H 4.539 2.030 0.325
H 3.361 2.002 -1.003
H 4.041 0.483 -0.398
H 3.932 2.981 3.183
H 3.869 5.312 3.960
H 2.156 6.873 3.071
H 0.521 6.085 1.413
H -1.503 5.408 0.434
H -1.817 4.131 1.632
H -2.445 3.977 -0.017
H 0.576 5.494 -1.207
H -0.251 4.347 -2.288
H 1.461 4.117 -1.893
C -3.167 1.063 0.998
Ge -1.447 0.278 1.469
C -1.152 0.832 3.335
C -0.231 1.776 3.783
C -0.132 2.105 5.134
C -0.963 1.490 6.060
C -1.895 0.550 5.632
C -1.990 0.223 4.282
C -1.709 -1.655 1.547
C -2.919 -2.154 1.131
C -3.192 -3.546 1.140
C -2.239 -4.421 1.564
C -0.977 -3.954 2.021
C 0.016 -4.861 2.480
C 1.219 -4.412 2.937
C 1.488 -3.024 2.962
C 0.557 -2.129 2.516
C -0.706 -2.561 2.023
H -3.888 0.730 1.752
H -3.527 0.784 0.003
H -3.090 2.152 1.057
H 0.409 2.284 3.082
H 0.592 2.844 5.458
H -0.891 1.744 7.112
H -2.545 0.066 6.351
H -2.708 -0.533 3.968
H -3.693 -1.475 0.775
H -4.160 -3.908 0.806
H -2.434 -5.490 1.571
H -0.205 -5.924 2.466
H 1.963 -5.113 3.297
H 2.435 -2.677 3.359
H 0.767 -1.069 2.552
C 1.368 -2.776 -1.033
C 0.211 -2.781 -2.055
C 0.558 -3.673 -3.255
C -1.022 -3.376 -1.338
P -0.226 -1.016 -2.536
N -0.144 -0.075 -1.241
C 1.036 -0.357 -3.777
C 2.430 -0.745 -3.252
C 1.005 1.181 -3.829
C 0.848 -0.925 -5.191
C -1.947 -0.940 -3.277
C -2.210 -2.017 -4.337
C -2.989 -1.048 -2.148
C -2.118 0.456 -3.910
H 1.354 -3.731 -0.497
H 1.248 -1.989 -0.293
H 2.347 -2.675 -1.503
H 0.670 -4.700 -2.891
H 1.497 -3.397 -3.736
H -0.229 -3.682 -4.013
H -0.721 -4.315 -0.863
H -1.833 -3.607 -2.031
H -1.400 -2.719 -0.551
H 2.578 -0.405 -2.223
H 3.181 -0.256 -3.884
H 2.618 -1.818 -3.297
H 0.930 1.606 -2.832
H 0.191 1.573 -4.435
H 1.942 1.527 -4.276
H 0.813 -2.017 -5.206
H 1.702 -0.617 -5.804
H -0.051 -0.545 -5.677
H -2.208 -3.023 -3.916
H -1.496 -1.987 -5.162
H -3.206 -1.845 -4.760
H -3.155 -2.071 -1.816
H -3.943 -0.663 -2.525
H -2.702 -0.449 -1.284
H -1.542 0.575 -4.828
H -1.848 1.253 -3.211
H -3.173 0.583 -4.171
```

The charge is +1. The value obtained for the total energy is -9847.9986 hartree. The value obtained for the maximum force is 0.7 eV Å⁻¹. For the LUMO energy (spin up / spin down), the calculation gives -2.81 / -2.95 eV. As for the HOMO-LUMO gap (spin up / spin down): 7.512 / 7.355 eV.

***

Molecular formula: C10H18N2O3
Method: DFT, wB97M-V/def2-TZVPD

```
33
Properties=species:S:1:pos:R:3
C 0.245 -1.332 2.654
C -0.581 -0.040 2.766
C -1.531 -0.288 3.873
C -1.234 0.225 1.406
N -0.237 0.418 0.345
C -0.574 0.245 -0.979
O -1.709 -0.068 -1.321
C 0.568 0.546 -1.939
C 0.399 -0.082 -3.318
C 1.908 -0.070 -3.863
C 2.769 -0.021 -2.576
N 1.878 0.040 -1.392
C -2.163 1.430 1.430
O -1.985 2.297 2.223
O -3.027 1.432 0.426
H -0.407 -2.238 2.489
H 0.821 -1.625 3.516
H 0.993 -1.395 1.766
H 0.117 0.754 2.913
H -1.821 0.769 4.125
H -1.103 -0.815 4.781
H -2.413 -0.807 3.541
H -1.821 -0.648 1.054
H 0.693 0.784 0.580
H 0.627 1.657 -1.945
H -0.437 0.357 -3.907
H 0.194 -1.195 -3.106
H 2.143 -0.997 -4.511
H 2.003 0.891 -4.490
H 3.533 -0.796 -2.473
H 3.417 0.842 -2.545
H 1.595 -0.984 -1.324
H -2.858 0.712 -0.200
```

Its SMILES is CC(C)[C@H](NC(=O)[C@@H]1CCCN1)C(=O)O. The charge is 0. The value obtained for the total energy is -727.0772 hartree. The value obtained for the maximum force is 3.5 eV Å⁻¹. For the LUMO energy, the calculation gives 0.64 eV. As for the HOMO-LUMO gap: 10.313 eV.